w.
20
Properties=species:S:1:pos:R:3:nbo_charge:R:1 method="wB97M-V/def2-TZVPD" e_homo_ev=-8.8900 lumo_energy_ev=0.97 charge=0 orbital_gap_ev=9.86
N -0.406 -0.910 -1.890 -0.82
N 1.591 -0.332 -0.781 -0.74
N -1.011 0.744 0.683 -0.43
C -0.231 0.806 1.698 -0.05
C -1.206 1.938 -0.092 -0.44
C 0.243 -2.119 0.101 -0.68
C 0.493 -0.997 -0.860 0.51
H -1.022 2.870 0.460 0.18
H -0.081 1.754 2.227 0.15
H 0.962 -2.070 0.914 0.24
H -1.336 -1.256 -1.715 0.39
H -2.225 1.964 -0.484 0.20
H -0.331 -0.014 2.401 0.18
H 1.714 0.354 -1.523 0.34
H -0.381 -0.085 -2.470 0.38
H -0.529 1.930 -0.957 0.19
H -0.768 -2.057 0.499 0.23
H 2.036 0.437 1.511 -0.16
H 2.134 0.116 0.698 0.11
H 0.355 -3.072 -0.418 0.23



x.
20
Properties=species:S:1:pos:R:3:nbo_charge:R:1 method="wB97M-V/def2-TZVPD" e_homo_ev=-8.2246 lumo_energy_ev=-1.42 charge=0 orbital_gap_ev=6.80
N -2.800 0.407 -0.328 -0.86
N -0.116 -1.037 -1.119 -0.62
N 2.696 0.072 -0.631 -0.82
C -1.861 -0.290 0.553 -0.25
C -0.409 -0.250 0.080 -0.04
C 2.025 0.261 0.709 -0.23
C 0.557 0.862 0.515 -0.46
H 2.726 0.990 1.252 0.20
H -2.093 -1.392 0.669 0.19
H 2.858 0.934 -0.972 0.33
H 1.971 -0.743 1.173 0.21
H -2.927 1.388 -0.065 0.38
H 0.155 1.354 1.432 0.24
H 0.076 -1.183 0.297 0.41
H -0.787 -1.780 -1.240 0.35
H -2.616 0.128 -1.289 0.37
H 0.595 1.665 -0.289 0.21
H -1.899 0.118 1.548 0.22
H -0.195 -0.838 2.096 -0.19
H 1.802 -0.225 -1.208 0.37



y.
20
Properties=species:S:1:pos:R:3:nbo_charge:R:1 method="wB97M-V/def2-TZVPD" e_homo_ev=-8.4842 smiles=CNCCNCN lumo_energy_ev=1.06 charge=0 orbital_gap_ev=9.54
N 1.080 0.956 1.095 -0.66
N 1.663 -1.419 1.633 -0.83
N -1.088 -0.396 -1.332 -0.64
C -2.514 -0.522 -1.618 -0.42
C -0.700 0.814 -0.659 -0.21
C 1.974 0.025 1.699 -0.06
C 0.815 0.850 -0.312 -0.22
H -3.034 -1.152 -0.898 0.17
H 2.151 0.235 2.754 0.19
H 1.741 -1.700 0.657 0.34
H 0.298 1.262 1.646 0.37
H -3.073 0.404 -1.552 0.20
H 1.282 -0.020 -0.757 0.19
H 2.964 0.147 1.279 0.17
H -2.592 -1.071 -2.557 0.20
H 0.668 -1.535 1.832 0.34
H -0.693 -1.268 -1.008 0.36
H -0.845 1.664 -1.312 0.18
H 1.148 1.732 -0.872 0.18
H -1.246 0.993 0.281 0.14



z.
20
Properties=species:S:1:pos:R:3:nbo_charge:R:1 method="wB97M-V/def2-TZVPD" e_homo_ev=-7.4743 lumo_energy_ev=0.84 charge=0 orbital_gap_ev=8.32
N -0.565 2.887 0.064 -1.01
N 0.499 -2.437 -0.904 -0.83
N -0.825 0.679 0.708 -0.68
C 0.487 -1.383 0.116 -0.06
C -1.654 2.030 0.182 -0.01
C -0.610 -0.387 -0.281 -0.23
C 1.843 -0.702 0.329 -0.63
H -2.331 2.239 1.020 0.16
H -0.326 0.115 -1.212 0.20
H 0.181 -1.863 1.053 0.18
H -0.012 1.511 0.668 0.47
H 2.604 -1.445 0.575 0.21
H 0.843 -2.070 -1.787 0.35
H 1.816 0.029 1.139 0.22
H -2.230 1.725 -0.700 0.16
H 1.123 -3.189 -0.634 0.36
H -1.540 -0.929 -0.455 0.21
H 2.155 -0.181 -0.580 0.21
H -1.120 0.305 1.612 0.39
H -0.340 3.067 -0.911 0.33



Best to worst by energy: y, z, w, x.



w.
20
Properties=species:S:1:pos:R:3:nbo_charge:R:1 method="wB97M-V/def2-TZVPD" e_homo_ev=-7.6148 lumo_energy_ev=0.94 charge=0 orbital_gap_ev=8.56
N 0.095 1.441 -0.661 -0.68
N -0.423 -1.867 -0.164 -0.40
N -0.280 -2.177 1.133 -0.20
C 0.784 -1.892 -0.927 -0.48
C -0.462 2.285 -1.702 -0.40
C 0.538 2.130 0.605 -0.43
C -1.061 -2.158 2.214 -0.29
H 0.245 1.442 1.445 0.20
H -1.216 2.909 -1.133 0.16
H 0.656 -2.542 1.206 0.37
H 1.274 -2.903 -0.905 0.17
H -2.120 -1.881 2.176 0.21
H -0.755 1.667 -2.543 0.20
H -0.567 -2.435 3.084 0.19
H -0.340 0.505 -0.610 0.39
H 0.327 2.878 -2.055 0.18
H 0.402 -1.665 -1.927 0.23
H 1.443 -1.062 -0.587 0.20
H 1.629 2.350 0.604 0.19
H -0.167 2.977 0.745 0.18



x.
20
Properties=species:S:1:pos:R:3:nbo_charge:R:1 method="wB97M-V/def2-TZVPD" e_homo_ev="-7.9020 / -6.2017" lumo_energy_ev="0.99 / 0.75" charge=0 orbital_gap_ev="8.89 / 6.95"
N 1.376 0.810 -0.140 -0.47
N 0.379 0.255 0.593 -0.10
N -0.792 0.840 0.293 -0.27
C -1.958 0.139 0.943 -0.41
C -0.436 -2.343 -0.013 -0.56
C -1.144 1.183 -1.055 -0.44
C 2.723 0.806 0.499 -0.41
H -1.806 2.112 -0.947 0.21
H 2.759 1.468 1.315 0.19
H -1.805 -0.942 0.769 0.21
H 1.186 1.470 -0.857 0.36
H 3.516 0.887 -0.366 0.20
H -1.149 -2.751 0.661 0.17
H -0.573 -1.915 -0.974 0.17
H -2.948 0.572 0.501 0.20
H -1.864 0.247 1.934 0.20
H -0.360 1.478 -1.705 0.19
H 2.840 -0.265 0.834 0.21
H -1.655 0.339 -1.628 0.19
H 0.549 -2.589 0.078 0.16



y.
20
Properties=species:S:1:pos:R:3:nbo_charge:R:1 method="wB97M-V/def2-TZVPD" e_homo_ev=-7.3625 lumo_energy_ev=-3.20 charge=0 orbital_gap_ev=4.16
N 1.944 -1.480 0.657 -0.43
N 0.013 1.608 0.008 -0.68
N -2.067 0.126 -0.756 -0.76
C -2.290 -0.651 0.526 -0.46
C 1.422 0.505 -1.426 -0.64
C 0.918 -0.552 0.798 -0.30
C 1.179 0.822 0.048 -0.03
H 0.493 -0.275 1.790 0.19
H -0.926 1.067 -0.337 0.43
H 1.921 -0.397 -1.592 0.23
H 2.645 -1.267 1.385 0.31
H -0.084 -0.994 0.346 0.25
H 1.810 1.328 -2.029 0.23
H -2.287 -0.558 -1.506 0.34
H -1.886 -0.017 1.285 0.17
H -3.354 -0.842 0.749 0.19
H -0.277 1.882 0.958 0.34
H 0.501 0.206 -1.966 0.23
H 2.174 1.258 0.476 0.23
H -1.849 -1.770 0.589 0.17



Best to worst by energy: w, x, y.



w.
7
Properties=species:S:1:pos:R:3:nbo_charge:R:1 method="wB97M-V/def2-TZVPD" e_homo_ev=-9.1879 smiles=FP1#[PH][C@H]1Cl lumo_energy_ev=0.50 charge=0 orbital_gap_ev=9.69
Cl -0.627 1.610 1.303 -0.07
P -0.378 0.167 -1.367 0.28
P -0.302 -1.357 0.259 0.84
F 1.061 -2.213 -0.091 -0.59
C 0.454 0.587 0.243 -0.70
H -1.609 0.589 -0.998 -0.01
H 1.402 0.617 0.650 0.24



x.
7
Properties=species:S:1:pos:R:3:nbo_charge:R:1 method="wB97M-V/def2-TZVPD" e_homo_ev=-9.8014 smiles=FP1#[PH][C@H]1Cl lumo_energy_ev=0.25 charge=0 orbital_gap_ev=10.05
Cl 0.539 1.109 -1.770 -0.01
P -0.500 -1.251 -0.190 0.93
P 0.884 -0.172 1.102 0.23
F -1.869 -1.481 0.817 -0.58
C -0.194 0.591 -0.249 -0.85
H -0.832 1.482 0.126 0.28
H 1.972 -0.278 0.163 0.00



Best to worst by energy: x, w.



w.
12
Properties=species:S:1:pos:R:3:nbo_charge:R:1 method="wB97M-V/def2-TZVPD" e_homo_ev=-9.9580 lumo_energy_ev=-0.45 charge=0 orbital_gap_ev=9.51
O -0.194 -1.530 0.133 -0.26
O 2.565 -1.093 -0.289 -0.67
O 2.235 1.039 -0.063 -0.50
N -1.660 -1.359 -0.237 -0.03
N -0.410 1.919 -0.073 -0.59
N 0.353 -0.255 0.562 -0.19
C -1.913 -0.157 -0.189 -0.04
C -0.678 0.610 0.083 0.33
C 1.666 -0.039 -0.050 0.86
H -2.967 0.392 -0.142 0.26
H 2.278 -2.035 0.363 0.49
H -1.276 2.507 -0.099 0.35



x.
12
Properties=species:S:1:pos:R:3:nbo_charge:R:1 method="wB97M-V/def2-TZVPD" e_homo_ev=-8.3175 smiles="[H]/N=c1/nnc(O)c(O)o1" lumo_energy_ev=-0.43 charge=0 orbital_gap_ev=7.89
O -1.345 1.913 0.502 -0.62
O -1.321 -0.694 1.501 -0.62
O 0.255 -1.241 0.045 -0.46
N 0.353 1.511 -0.794 -0.10
N 1.160 0.748 -1.357 -0.20
N 2.057 -1.380 -1.590 -0.62
C 1.164 -0.658 -1.015 0.57
C -0.457 1.005 0.154 0.17
C -0.476 -0.314 0.619 0.58
H 2.030 -2.369 -1.351 0.36
H -1.498 0.014 2.128 0.49
H -1.923 1.466 1.159 0.45



Best to worst by energy: x, w.



w.
19
Properties=species:S:1:pos:R:3:lowdin_spin:R:1 method="wB97M-V/def2-TZVPD" e_homo_ev="-13.3646 / -13.3646" spin_multiplicity=2 lumo_energy_ev="-4.31 / -8.67" charge=+1 orbital_gap_ev="9.05 / 4.70"
O -4.631 4.325 1.276 0.00
C 2.573 -0.367 -0.668 0.19
C -0.606 -0.382 0.269 0.03
C 0.210 -1.627 -0.138 0.08
C 1.437 -1.342 -1.051 0.08
C 2.230 0.905 -0.445 0.22
C -0.204 -2.911 0.304 0.27
H 1.241 1.191 -0.826 0.02
H 1.137 -0.911 -1.990 0.03
H 1.949 -2.311 -1.283 0.00
H 0.273 -3.885 -0.052 0.01
H -4.809 5.260 1.570 0.00
H -1.025 0.126 -0.590 0.00
H -1.444 -0.845 0.802 0.00
H -3.582 4.449 1.399 0.00
H 3.619 -0.635 -0.666 0.01
H 2.651 1.378 0.371 0.01
H 0.071 0.313 0.861 0.02
H -1.090 -2.731 0.859 0.01



x.
19
Properties=species:S:1:pos:R:3:lowdin_spin:R:1 method="wB97M-V/def2-TZVPD" e_homo_ev="-14.5054 / -15.2276" spin_multiplicity=2 lumo_energy_ev="-5.66 / -7.74" charge=+1 orbital_gap_ev="8.84 / 7.49"
O -1.461 -2.451 1.115 0.02
C 0.803 -0.551 -1.506 0.05
C -0.709 1.690 1.160 0.06
C 2.267 -0.953 -1.465 0.00
C -0.704 0.672 0.166 0.20
C -1.837 2.370 1.504 0.29
C 0.293 -0.228 -0.121 0.30
H -2.036 -1.714 1.351 0.00
H -2.818 2.205 1.078 0.01
H 0.658 0.334 -2.125 0.01
H -0.591 -2.063 1.259 0.00
H -1.703 3.212 2.172 0.01
H 2.871 -0.375 -0.759 0.00
H 0.127 -1.361 -1.820 0.03
H 2.710 -0.664 -2.419 0.00
H 0.831 -0.856 0.587 0.01
H -1.420 0.884 -0.634 0.01
H 2.511 -1.993 -1.262 0.00
H 0.208 1.842 1.718 0.00



Best to worst by energy: x, w.